(1)
{
  "formula": "H46O23",
  "method": "ωB97M-V with the def2-TZVPD basis set",
  "homo_ev": -10.601,
  "homo_lumo_gap_ev": 10.549,
  "elements": ["O", "H", "H", "O", "H", "H", "O", "H", "H", "O", "H", "H", "O", "H", "H", "O", "H", "H", "O", "H", "H", "O", "H", "H", "O", "H", "H", "O", "H", "H", "O", "H", "H", "O", "H", "H", "O", "H", "H", "O", "H", "H", "O", "H", "H", "O", "H", "H", "O", "H", "H", "O", "H", "H", "O", "H", "H", "O", "H", "H", "O", "H", "H", "O", "H", "H", "O", "H", "H"],
  "coordinates": [[13.402, 7.607, 13.435], [13.941, 8.096, 14.075], [12.628, 8.208, 13.135], [8.775, 13.603, 13.678], [8.492, 14.517, 13.697], [8.619, 13.266, 12.775], [11.640, 13.915, 13.605], [10.793, 13.536, 13.784], [11.740, 14.598, 14.238], [9.478, 7.447, 7.955], [8.773, 8.128, 8.028], [9.740, 7.465, 7.039], [14.974, 7.028, 7.385], [15.840, 7.044, 7.601], [14.578, 6.545, 8.038], [15.676, 8.819, 11.968], [15.338, 8.565, 11.132], [15.721, 8.132, 12.580], [12.793, 11.131, 9.899], [13.393, 10.600, 9.393], [13.207, 11.161, 10.731], [14.822, 5.332, 10.154], [15.040, 4.413, 9.920], [14.081, 5.346, 10.784], [6.021, 11.137, 8.279], [5.226, 10.949, 7.730], [6.630, 11.581, 7.676], [9.360, 13.665, 9.005], [10.086, 14.295, 9.111], [9.767, 12.774, 8.987], [7.856, 12.724, 6.616], [8.527, 13.119, 7.217], [8.428, 12.203, 6.021], [11.282, 9.197, 12.304], [11.776, 10.052, 12.229], [11.253, 8.698, 11.471], [11.736, 7.590, 9.934], [10.895, 7.472, 9.372], [11.942, 6.759, 10.389], [9.675, 10.787, 5.954], [10.283, 10.752, 6.736], [10.283, 10.932, 5.211], [12.216, 14.077, 9.833], [12.467, 13.138, 9.657], [12.242, 14.097, 10.825], [8.496, 9.680, 11.829], [7.916, 9.489, 12.579], [9.444, 9.570, 12.036], [5.889, 10.764, 12.924], [6.408, 11.118, 12.245], [4.995, 10.679, 12.583], [12.744, 5.362, 12.123], [13.052, 5.961, 12.849], [12.206, 4.689, 12.521], [14.265, 11.024, 12.439], [14.913, 10.231, 12.300], [15.066, 11.767, 12.480], [10.128, 10.998, 8.906], [10.929, 10.972, 9.450], [9.439, 10.373, 9.124], [7.849, 9.181, 9.218], [7.009, 9.736, 9.081], [7.904, 9.118, 10.237], [7.892, 12.448, 11.442], [8.075, 12.745, 10.553], [8.326, 11.592, 11.479], [14.385, 8.962, 9.380], [13.552, 8.531, 9.436], [14.755, 8.493, 8.450]],
  "forces_ev_per_a": [[-1.13, 0.97, -0.19], [-0.55, -0.05, -0.29], [1.48, -0.90, 0.67], [0.49, -0.28, 0.39], [-0.10, 0.14, -0.15], [-0.37, 0.23, 0.06], [1.23, -0.58, -1.17], [-1.39, -0.30, 0.13], [0.18, 0.98, 0.88], [-0.19, 0.28, 0.31], [0.28, -0.35, 0.42], [0.23, -0.05, -0.41], [-2.64, 2.30, -3.59], [4.63, -0.10, 0.90], [-1.79, -2.36, 2.87], [1.13, 2.70, 0.09], [-0.73, -0.82, -1.51], [-0.14, -1.96, 1.04], [-1.89, 0.76, -1.40], [0.71, -0.77, -0.73], [1.17, 0.24, 2.38], [0.31, -0.04, -0.59], [-0.42, 0.58, 0.43], [0.09, -0.50, 0.04], [-1.19, -0.62, -0.27], [0.86, 0.21, 0.63], [0.49, 0.48, -0.36], [-0.19, -0.13, -0.20], [0.06, -0.31, 0.13], [-0.01, 0.25, 0.03], [0.64, 0.14, 0.14], [-0.71, 0.01, -0.05], [-0.37, -0.08, 0.35], [0.10, 0.83, 0.74], [-0.46, -1.13, -0.42], [0.67, 0.26, -0.57], [-1.30, 0.08, -0.61], [1.41, -0.01, 0.70], [-0.27, -0.03, -0.13], [1.40, -0.17, 0.17], [-0.93, 0.13, -0.42], [-0.30, -0.13, 0.18], [0.30, -0.98, 1.23], [-0.18, 0.80, 0.01], [-0.15, 0.18, -1.15], [-0.06, 0.13, -0.29], [0.38, 0.03, 0.14], [-0.31, -0.20, 0.58], [-1.13, -1.28, 1.82], [1.09, 1.32, -1.78], [0.06, 0.05, -0.09], [0.54, 0.84, 0.01], [-0.26, -0.20, -0.52], [-0.35, -0.48, 0.26], [4.68, 1.69, -0.19], [-1.58, 0.82, 0.21], [-3.55, -2.43, -0.08], [0.57, 1.03, -0.79], [-0.02, -0.54, 0.19], [-0.42, -0.72, 0.43], [-1.49, 0.97, 1.89], [1.44, -0.69, -0.25], [0.14, 0.08, -1.94], [-0.22, -0.16, 0.24], [0.14, 0.64, -0.74], [0.15, -0.61, 0.12], [2.81, -0.99, -3.55], [-1.73, -0.83, 0.38], [-1.32, 1.63, 3.25]]
}

---

(2)
{
  "formula": "H4InO10P2",
  "method": "ωB97M-V with the def2-TZVPD basis set",
  "homo_ev": 3.481,
  "homo_lumo_gap_ev": 2.177,
  "charge": -3,
  "elements": ["In", "P", "O", "O", "O", "O", "P", "O", "O", "O", "O", "O", "H", "H", "O", "H", "H"],
  "coordinates": [[-1.538, 1.650, -0.747], [0.629, 1.655, 3.899], [1.591, 2.684, 4.503], [-0.497, 2.536, 3.334], [0.065, 0.641, 4.940], [1.304, 1.116, 2.651], [-1.278, -2.942, 0.745], [-0.281, -3.273, 1.827], [-2.098, -1.848, 1.343], [-2.230, -4.120, 0.372], [-0.367, -2.367, -0.421], [-1.234, -0.117, -4.584], [-0.873, -0.055, -5.468], [-1.496, -1.033, -4.495], [2.412, 1.727, -2.504], [3.169, 1.154, -2.621], [2.721, 2.592, -2.775]],
  "forces_ev_per_a": [[0.41, -0.84, 0.78], [-0.94, -0.07, 2.23], [1.00, 0.05, 0.72], [-1.45, 0.21, -0.87], [0.92, 1.10, -1.28], [0.42, -0.76, -0.93], [-0.07, -1.82, -2.86], [1.15, -0.69, 1.23], [-1.48, 2.53, 0.87], [1.14, 0.74, -0.30], [-1.05, -0.53, 0.35], [-0.17, 0.35, -0.11], [0.17, 0.04, -0.18], [-0.01, -0.35, 0.35], [-0.22, 0.07, -0.18], [0.13, -0.31, 0.14], [0.05, 0.27, 0.02]]
}

---

(3)
{
  "formula": "H4N2O2S",
  "method": "ωB97M-V with the def2-TZVPD basis set",
  "homo_ev": [-4.405, -11.078],
  "s_squared": 2.0101,
  "homo_lumo_gap_ev": [5.207, 7.740],
  "spin_multiplicity": 3,
  "elements": ["N", "N", "O", "O", "S", "H", "H", "H", "H"],
  "coordinates": [[0.627, 0.099, 1.215], [0.558, 0.147, -1.201], [-1.369, -1.284, -0.149], [-1.375, 1.230, 0.205], [-0.514, 0.101, 0.004], [0.095, 0.467, 2.165], [0.967, -0.828, 1.341], [0.443, -0.799, -1.603], [0.568, 0.867, -1.976]],
  "forces_ev_per_a": [[-1.74, 3.03, 4.55], [-0.06, 0.14, -3.08], [-3.77, -3.46, -0.57], [-0.03, 0.29, -0.62], [2.94, 1.20, 1.39], [1.86, -1.17, -2.44], [0.38, -0.73, 0.25], [0.41, 0.97, -0.22], [0.01, -0.28, 0.74]]
}

---

(4)
{
  "formula": "H4N2O2Si",
  "method": "ωB97M-V with the def2-TZVPD basis set",
  "homo_ev": [-10.069, -8.126],
  "homo_lumo_gap_ev": [9.001, 7.199],
  "elements": ["N", "N", "O", "O", "Si", "H", "H", "H", "H"],
  "coordinates": [[-0.887, -1.086, -0.763], [0.804, 1.208, -0.105], [0.153, 1.917, -0.804], [1.999, 1.476, 0.139], [0.222, -0.414, 0.322], [-1.353, -1.917, -0.603], [-1.220, -0.687, -1.650], [1.325, -1.104, 0.777], [-1.044, 0.607, 2.688]],
  "forces_ev_per_a": [[1.01, 2.16, -1.41], [3.40, 0.49, -0.79], [-2.09, 1.18, -1.01], [-1.04, -0.73, 0.70], [-3.01, 0.45, 1.71], [-0.88, -1.90, 0.68], [0.47, 0.10, 0.81], [1.56, -1.22, 0.40], [0.59, -0.53, -1.10]]
}

---

(5)
{
  "formula": "H4N2O3S",
  "method": "ωB97M-V with the def2-TZVPD basis set",
  "homo_ev": [-9.839, -9.892],
  "homo_lumo_gap_ev": [9.414, 7.683],
  "elements": ["N", "N", "O", "O", "O", "S", "H", "H", "H", "H"],
  "coordinates": [[0.591, -0.575, 1.563], [-0.929, 1.476, -1.097], [2.283, -0.064, -0.250], [0.488, -1.590, -0.730], [-1.799, 0.439, -1.321], [0.895, -0.344, -0.130], [-0.337, -0.705, 1.934], [1.343, -0.365, 2.319], [-1.047, 1.668, -0.118], [-1.488, 0.059, -2.171]],
  "forces_ev_per_a": [[2.19, 0.76, 0.97], [0.42, -1.41, -0.84], [1.30, 1.24, 0.18], [-1.19, 0.25, -0.64], [0.63, 0.42, -0.31], [-0.48, -1.73, 2.10], [-0.14, 0.03, -0.43], [-1.77, -0.16, -2.32], [-0.54, 0.28, 0.81], [-0.42, 0.31, 0.48]]
}

---

(6)
{
  "formula": "H4N2O3Si",
  "method": "ωB97M-V with the def2-TZVPD basis set",
  "smiles": "N[Si@H](O)[N+](=O)[O-]",
  "homo_ev": -10.347,
  "homo_lumo_gap_ev": 10.272,
  "elements": ["N", "N", "O", "O", "O", "Si", "H", "H", "H", "H"],
  "coordinates": [[-0.438, 1.114, -0.083], [2.186, -0.063, -0.037], [2.616, 0.931, 0.792], [2.987, -0.771, -0.556], [-0.011, -1.477, 0.741], [0.388, -0.376, -0.399], [-0.119, 1.979, 0.164], [-1.350, 1.022, -0.192], [0.044, -2.411, 0.729], [0.680, -1.034, -1.624]],
  "forces_ev_per_a": [[4.22, -4.14, -1.06], [2.31, 5.08, 3.85], [-2.44, -3.74, -3.19], [0.38, -1.05, -0.67], [-0.52, 1.75, -0.10], [0.34, 1.09, 2.37], [1.25, 2.31, 0.68], [-5.19, 0.07, -0.42], [0.20, -1.24, -0.34], [-0.55, -0.12, -1.13]]
}

---

(7)
{
  "formula": "H4N2S2",
  "method": "ωB97M-V with the def2-TZVPD basis set",
  "homo_ev": [-8.213, -8.060],
  "homo_lumo_gap_ev": [7.547, 7.410],
  "elements": ["N", "N", "S", "S", "H", "H", "H", "H"],
  "coordinates": [[-2.366, 0.006, 0.603], [2.113, -0.146, -0.659], [-1.400, 0.644, -0.641], [1.342, 0.670, 0.515], [-2.544, 0.685, 1.349], [-2.015, -0.894, 0.865], [2.272, 0.051, -1.606], [2.597, -1.017, -0.426]],
  "forces_ev_per_a": [[0.74, 1.24, -0.94], [0.99, -1.99, 1.39], [-0.17, -0.31, 0.96], [-0.57, 0.43, -0.69], [0.07, -0.72, -0.25], [-0.23, -0.30, 0.56], [-0.22, 1.25, -1.16], [-0.61, 0.40, 0.14]]
}

---

(8)
{
  "formula": "H4N2S2",
  "method": "ωB97M-V with the def2-TZVPD basis set",
  "homo_ev": [-8.824, -9.372],
  "homo_lumo_gap_ev": [6.882, 7.948],
  "elements": ["N", "N", "S", "S", "H", "H", "H", "H"],
  "coordinates": [[-0.961, -0.930, -0.416], [0.043, -0.309, -1.114], [0.613, 1.460, 1.789], [0.347, 1.271, -1.180], [-1.769, -0.269, -0.346], [-0.657, -0.983, 0.533], [0.760, -1.022, -0.989], [1.625, 0.781, 1.724]],
  "forces_ev_per_a": [[-3.27, 1.01, 0.08], [1.31, -0.87, -0.03], [-3.81, 2.41, -0.93], [0.08, -0.08, 1.39], [0.70, -0.74, -0.36], [0.37, -0.18, 1.12], [0.88, 0.87, -0.99], [3.73, -2.41, -0.29]]
}

---

(9)
{
  "formula": "H4N2Si",
  "method": "ωB97M-V with the def2-TZVPD basis set",
  "homo_ev": [-10.288, -10.290],
  "homo_lumo_gap_ev": [7.536, 7.538],
  "elements": ["N", "N", "Si", "H", "H", "H", "H"],
  "coordinates": [[0.354, -0.784, -1.195], [-1.218, 0.497, 0.211], [0.457, 0.040, 0.282], [0.510, -0.259, -2.012], [-2.064, 0.045, 0.684], [0.754, -0.742, 1.562], [1.207, 1.202, 0.470]],
  "forces_ev_per_a": [[-1.35, -0.88, 2.13], [-0.38, -0.51, -0.59], [-1.01, -1.16, 2.24], [-0.11, 1.11, -1.38], [1.81, 0.00, -1.18], [0.02, -0.12, -1.00], [1.01, 1.55, -0.21]]
}

---

(10)
{
  "formula": "H4N3P",
  "method": "ωB97M-V with the def2-TZVPD basis set",
  "smiles": "N#[PH]NN",
  "homo_ev": -9.602,
  "homo_lumo_gap_ev": 9.751,
  "elements": ["N", "N", "N", "P", "H", "H", "H", "H"],
  "coordinates": [[-0.013, 0.294, 0.269], [-2.997, -0.665, -0.188], [0.866, -0.826, 0.043], [-1.838, 0.244, 0.050], [0.630, -1.497, 0.646], [0.602, -1.235, -0.778], [-1.691, 1.520, 0.393], [0.276, 1.222, -0.211]],
  "forces_ev_per_a": [[-1.83, 0.11, -1.19], [0.53, 0.08, 0.07], [1.08, 4.80, -0.84], [2.83, -1.27, -0.01], [-0.93, -2.86, 3.82], [-0.49, -1.05, -3.29], [-1.04, 2.39, 0.46], [-0.15, -2.21, 0.97]]
}

---

What did we get for total energy? Answer: -47842.742, -44283.139, -17967.659, -15011.595, -20017.905, -17063.931, -24713.425, -24712.218, -10918.400, -13819.715 eV, in the order shown.